[1]
Here is 7 unconnected molecules or ions with the total composition C35H86N5O14 from the Open Molecules 2025 dataset. Energies are from wB97M-V/def2-TZVPD.

Values from the calculation:
E_HOMO = -12.05 eV
Kohn-Sham gap = 5.8 eV
Electronic energy = -2711.16275 hartree

```
! RIJCOSX wB97M-V def2-TZVPD def2/J DEFGRID3
* xyz 3 1
C 4.902 0.079 -0.138
O 5.089 1.323 -0.862
C 3.821 1.808 -1.258
C 3.348 2.806 -0.168
N 3.938 4.141 -0.311
H 4.077 4.415 -1.273
H 3.412 4.933 0.031
C 5.419 4.206 0.159
C 6.150 5.292 -0.598
O 6.085 5.256 -2.038
C 6.971 4.436 -2.766
H 4.158 -0.573 -0.595
H 4.657 0.354 0.889
H 5.834 -0.472 -0.259
H 3.031 1.086 -1.462
H 3.993 2.343 -2.192
H 3.511 2.386 0.824
H 2.277 3.010 -0.179
H 5.941 3.267 -0.027
H 5.471 4.441 1.222
H 7.224 5.430 -0.472
H 5.632 6.220 -0.356
H 8.047 4.544 -2.634
H 6.898 4.574 -3.845
H 6.720 3.403 -2.526
C -4.141 1.223 -1.352
O -3.687 2.261 -2.249
C -2.879 3.277 -1.762
C -1.745 3.633 -2.744
N -0.811 2.395 -3.048
H -0.548 1.905 -2.206
H -1.311 1.753 -3.647
C 0.557 2.682 -3.729
C 1.047 1.388 -4.352
O 0.886 0.256 -3.460
C 1.182 -0.885 -4.112
H -4.412 1.615 -0.372
H -3.243 0.647 -1.129
H -4.917 0.527 -1.671
H -2.404 2.969 -0.830
H -3.400 4.162 -1.396
H -1.092 4.363 -2.266
H -1.990 4.036 -3.726
H 1.170 2.938 -2.865
H 0.398 3.515 -4.413
H 2.111 1.412 -4.591
H 0.477 1.209 -5.263
H 1.086 -1.716 -3.413
H 2.200 -0.874 -4.504
H 0.471 -0.960 -4.935
C 4.655 -4.522 1.760
O 3.542 -3.766 1.382
C 3.241 -2.573 2.168
C 1.769 -2.395 2.109
N 1.156 -3.404 3.087
H 1.412 -4.349 2.837
H 1.664 -3.292 3.953
C -0.384 -3.177 3.252
C -1.233 -3.969 2.324
O -0.758 -5.298 2.439
C -1.593 -6.229 1.698
H 5.515 -3.854 1.805
H 4.871 -5.214 0.946
H 4.416 -5.004 2.708
H 3.760 -1.726 1.720
H 3.602 -2.546 3.196
H 1.393 -2.607 1.108
H 1.524 -1.369 2.382
H -0.564 -2.102 3.256
H -0.582 -3.428 4.294
H -1.081 -3.672 1.287
H -2.266 -3.757 2.602
H -1.102 -7.192 1.557
H -2.001 -5.777 0.794
H -2.552 -6.440 2.173
C -2.558 -2.257 -2.740
O -2.961 -3.562 -2.762
C -2.286 -4.419 -1.851
C -2.626 -5.799 -2.454
N -1.876 -6.164 -3.787
H -2.105 -5.456 -4.469
H -0.886 -6.270 -3.620
C -2.369 -7.489 -4.368
C -3.427 -7.285 -5.461
O -3.084 -6.317 -6.487
C -3.958 -6.296 -7.606
H -1.475 -2.137 -2.712
H -3.016 -1.674 -1.941
H -2.976 -1.810 -3.643
H -2.774 -4.308 -0.882
H -1.205 -4.285 -1.811
H -3.700 -5.790 -2.637
H -2.391 -6.678 -1.854
H -2.753 -8.179 -3.616
H -1.540 -7.895 -4.947
H -4.359 -6.918 -5.032
H -3.580 -8.254 -5.936
H -3.481 -5.769 -8.432
H -4.924 -5.813 -7.461
H -4.033 -7.260 -8.110
C -3.400 6.792 6.385
C -3.626 5.278 6.078
C -2.967 4.840 4.789
C -2.200 3.596 5.013
N -1.202 3.215 3.908
C -0.333 1.995 4.251
C 1.075 2.171 3.672
C 1.028 3.413 2.891
C -0.077 4.194 3.594
C -2.031 2.952 2.638
H -3.308 7.379 5.471
H -2.416 6.991 6.810
H -4.286 7.227 6.846
H -4.703 5.109 6.050
H -3.326 4.684 6.941
H -2.271 5.606 4.446
H -3.786 4.542 4.134
H -2.651 2.675 5.381
H -1.503 3.760 5.835
H -0.936 1.126 3.992
H -0.273 1.905 5.336
H 1.304 1.354 2.989
H 1.846 2.160 4.442
H 0.674 3.234 1.875
H 1.969 3.963 2.910
H -0.522 5.023 3.044
H 0.310 4.672 4.494
H -2.815 2.284 2.995
H -1.433 2.463 1.869
H -2.413 3.889 2.234
O -3.060 -1.033 1.319
C -3.386 -1.123 2.615
O -2.772 -0.487 3.463
O -4.417 -1.769 2.974
H -2.335 -0.407 1.390
O -0.223 -1.041 0.107
C 0.379 0.125 0.058
O -0.205 0.953 -0.659
O 1.453 0.321 0.630
H -0.833 -0.728 -0.565
*
```

Löwdin population analysis, charges in e, atoms 1 to 4:
1. C -0.06
2. O -0.19
3. C -0.19
4. C -0.11

[2]
Here is a molecular structure, C35H87AlCl2F2NO27S9 from the Open Molecules 2025 dataset. Energies are from wB97M-V/def2-TZVPD.

Values from the calculation:
E_HOMO = -4.26 eV
Kohn-Sham gap = 5.9 eV
Electronic energy = -8418.27206 hartree

```
! RIJCOSX wB97M-V def2-TZVPD def2/J DEFGRID3
* xyz -1 1
C -2.663 0.085 6.593
N -2.171 -1.057 5.839
C -1.405 -0.587 4.648
Al -2.575 -0.036 3.065
F -1.951 -0.989 1.666
C -4.520 -0.571 3.268
C -5.429 0.390 4.087
C -5.692 1.748 3.399
F -5.519 2.761 4.351
C -2.280 1.967 2.729
Cl -2.255 3.143 4.085
C -2.092 2.484 1.537
C -2.111 1.651 0.255
Cl -1.787 4.229 1.259
H -1.919 0.457 7.314
H -3.537 -0.249 7.179
H -3.008 0.929 5.967
H -2.918 -1.670 5.536
H -0.736 -1.420 4.358
H -0.724 0.231 4.938
H -4.542 -1.567 3.737
H -4.947 -0.632 2.252
H -6.422 -0.098 4.150
H -5.118 0.521 5.130
H -5.050 1.894 2.522
H -6.742 1.802 3.076
H -1.137 1.151 0.193
H -2.860 0.860 0.367
H -2.334 2.274 -0.613
O 3.718 4.507 -2.382
S 3.604 5.844 -1.887
O 4.458 6.322 -0.839
O 2.089 6.134 -1.500
C 1.431 5.232 -0.581
C 1.873 5.473 0.846
C 3.693 6.970 -3.240
H 1.598 4.196 -0.879
H 0.363 5.423 -0.666
H 2.922 5.209 0.981
H 1.281 4.873 1.537
H 1.768 6.526 1.111
H 3.017 6.634 -4.022
H 4.720 6.969 -3.602
H 3.421 7.962 -2.888
O -1.265 -5.214 5.955
S 0.139 -5.048 6.176
O 0.826 -3.870 5.762
O 0.909 -6.326 5.599
C 0.672 -6.686 4.227
C 1.408 -5.773 3.264
C 0.488 -5.331 7.881
H -0.400 -6.699 4.018
H 1.036 -7.706 4.113
H 1.006 -4.760 3.295
H 1.313 -6.144 2.242
H 2.465 -5.712 3.523
H 0.002 -6.253 8.193
H 0.091 -4.486 8.439
H 1.566 -5.394 8.012
O 4.095 7.887 2.651
S 5.114 6.944 2.992
O 4.805 5.589 3.333
O 6.038 7.570 4.144
C 5.395 8.031 5.343
C 4.995 6.886 6.254
C 6.329 6.936 1.714
H 4.536 8.657 5.095
H 6.121 8.665 5.853
H 4.207 6.281 5.805
H 4.626 7.268 7.207
H 5.844 6.226 6.441
H 6.602 7.962 1.481
H 5.891 6.457 0.839
H 7.193 6.372 2.055
O -4.155 -3.356 -2.864
S -3.517 -2.131 -2.474
O -4.269 -0.926 -2.308
O -2.302 -1.842 -3.481
C -2.582 -1.823 -4.890
C -3.273 -0.543 -5.314
C -2.557 -2.412 -1.027
H -3.168 -2.701 -5.173
H -1.619 -1.900 -5.394
H -4.276 -0.479 -4.890
H -3.363 -0.498 -6.401
H -2.717 0.328 -4.965
H -1.957 -3.306 -1.173
H -3.242 -2.552 -0.193
H -1.927 -1.544 -0.842
O 11.309 6.106 3.723
S 11.121 5.165 4.785
O 11.475 3.789 4.627
O 9.615 5.261 5.299
C 8.555 5.116 4.333
C 8.345 3.670 3.932
C 11.886 5.782 6.249
H 8.746 5.744 3.461
H 7.650 5.490 4.810
H 9.200 3.286 3.374
H 7.459 3.576 3.303
H 8.224 3.040 4.814
H 11.586 6.817 6.394
H 12.963 5.717 6.107
H 11.581 5.165 7.090
O 1.016 -2.358 -4.791
S 1.467 -1.986 -3.479
O 1.186 -0.701 -2.928
O 3.037 -2.268 -3.374
C 3.896 -1.674 -4.361
C 4.122 -0.196 -4.105
C 0.944 -3.212 -2.331
H 3.498 -1.847 -5.363
H 4.846 -2.204 -4.295
H 3.204 0.374 -4.247
H 4.873 0.198 -4.791
H 4.452 -0.029 -3.080
H 1.192 -4.195 -2.725
H -0.132 -3.109 -2.218
H 1.440 -3.036 -1.379
O -2.646 2.588 -8.670
S -3.877 1.861 -8.727
O -3.904 0.431 -8.695
O -4.714 2.363 -9.994
C -4.074 2.333 -11.280
C -4.008 0.929 -11.852
C -4.964 2.472 -7.483
H -3.080 2.782 -11.218
H -4.674 2.965 -11.934
H -3.345 0.295 -11.264
H -3.635 0.953 -12.876
H -4.995 0.465 -11.843
H -4.981 3.558 -7.533
H -4.577 2.143 -6.520
H -5.955 2.058 -7.649
O 0.019 -5.151 -8.503
S -0.133 -6.102 -7.445
O 0.228 -7.476 -7.630
O -1.632 -6.031 -6.899
C -2.706 -6.176 -7.841
C -2.907 -7.620 -8.259
C 0.652 -5.494 -5.992
H -2.539 -5.533 -8.707
H -3.602 -5.815 -7.338
H -2.060 -7.985 -8.839
H -3.804 -7.717 -8.873
H -3.003 -8.264 -7.384
H 0.344 -4.464 -5.827
H 1.728 -5.543 -6.150
H 0.371 -6.125 -5.152
O -5.277 -4.454 3.196
S -5.458 -5.400 4.251
O -5.112 -6.779 4.076
O -6.974 -5.312 4.764
C -8.020 -5.447 3.792
C -8.223 -6.890 3.368
C -4.691 -4.801 5.719
H -7.821 -4.806 2.931
H -8.928 -5.077 4.267
H -7.362 -7.262 2.813
H -9.102 -6.978 2.728
H -8.351 -7.532 4.240
H -4.990 -3.768 5.877
H -3.613 -4.865 5.577
H -4.996 -5.429 6.553
*
```

Löwdin population analysis, charges in e, atoms 1 to 4:
1. C -0.19
2. N -0.19
3. C -0.25
4. Al 0.27

[3]
Here is 7 unconnected molecules or ions with the total composition C35H90N6O11 from the Open Molecules 2025 dataset. Energies are from wB97M-V/def2-TZVPD.

Values from the calculation:
E_HOMO = -8.15 eV
SMILES string = COC[C@H](C)N.COC[C@H](C)N.COCCNCCOC.COCCNCCOC.COCCNCCOC.COCCNCCOC.CC(C)O
Kohn-Sham gap = 8.7 eV
Electronic energy = -2543.38108 hartree

```
! RIJCOSX wB97M-V def2-TZVPD def2/J DEFGRID3
* xyz 0 1
C -12.858 -28.253 16.163
O -12.361 -27.394 15.166
C -11.820 -26.135 15.655
C -11.621 -25.192 14.445
C -10.614 -25.777 13.524
N -11.205 -23.852 14.784
H -13.033 -29.234 15.719
H -13.776 -27.804 16.542
H -12.190 -28.249 17.024
H -12.404 -25.519 16.339
H -10.848 -26.308 16.117
H -12.533 -25.103 13.856
H -10.637 -25.189 12.607
H -10.910 -26.773 13.194
H -9.626 -25.830 13.981
H -11.904 -23.566 15.455
H -11.302 -23.247 13.982
C -15.780 -25.259 15.806
O -16.764 -26.012 15.072
C -17.600 -25.222 14.254
C -18.632 -26.208 13.522
C -19.273 -25.420 12.329
N -19.686 -26.529 14.504
H -16.154 -24.778 16.710
H -15.265 -24.511 15.203
H -15.032 -25.972 16.151
H -18.135 -24.439 14.792
H -16.969 -24.734 13.511
H -18.139 -27.148 13.272
H -19.915 -26.141 11.823
H -18.403 -25.011 11.817
H -19.958 -24.655 12.693
H -19.272 -26.392 15.415
H -20.432 -25.858 14.617
C -10.108 -16.632 12.134
O -9.469 -17.893 12.194
C -9.820 -18.819 11.140
C -9.175 -20.166 11.646
N -9.549 -21.250 10.733
C -8.956 -22.592 11.002
C -9.710 -23.676 10.223
O -9.396 -23.782 8.859
C -10.509 -23.532 7.937
H -11.186 -16.781 12.178
H -9.849 -16.056 11.245
H -9.794 -16.136 13.052
H -9.357 -18.506 10.204
H -10.900 -18.951 11.066
H -9.582 -20.418 12.626
H -8.096 -20.015 11.676
H -9.318 -20.936 9.801
H -9.044 -22.846 12.058
H -7.878 -22.604 10.842
H -10.772 -23.672 10.465
H -9.424 -24.684 10.524
H -11.335 -24.202 8.175
H -10.214 -23.648 6.894
H -10.817 -22.501 8.113
C -7.857 -16.075 19.398
O -8.574 -16.601 18.260
C -9.926 -16.956 18.495
C -10.603 -17.259 17.166
N -10.254 -18.625 16.784
C -10.522 -18.980 15.387
C -11.977 -18.687 14.977
O -12.189 -17.319 14.536
C -13.455 -16.943 14.049
H -6.902 -15.871 18.914
H -7.545 -16.805 20.145
H -8.347 -15.222 19.868
H -10.531 -16.171 18.947
H -9.978 -17.754 19.236
H -10.269 -16.533 16.424
H -11.691 -17.263 17.215
H -9.318 -18.833 17.103
H -10.223 -19.987 15.098
H -9.901 -18.326 14.774
H -12.641 -19.005 15.781
H -12.218 -19.326 14.128
H -14.233 -17.087 14.798
H -13.727 -17.615 13.234
H -13.396 -15.924 13.666
C -14.028 -17.451 10.215
O -14.681 -18.502 10.949
C -16.046 -18.103 11.183
C -16.679 -19.098 12.200
N -16.693 -20.459 11.716
C -17.537 -20.761 10.557
C -17.489 -22.257 10.268
O -16.230 -22.406 9.617
C -15.759 -23.672 9.661
H -12.963 -17.574 10.019
H -14.036 -16.450 10.645
H -14.407 -17.457 9.193
H -16.652 -18.018 10.281
H -16.062 -17.097 11.602
H -17.701 -18.806 12.441
H -16.131 -19.011 13.139
H -15.737 -20.512 11.396
H -17.245 -20.180 9.682
H -18.579 -20.549 10.800
H -18.240 -22.656 9.586
H -17.541 -22.875 11.164
H -15.575 -24.023 10.676
H -14.814 -23.676 9.118
H -16.363 -24.350 9.058
C -7.517 -19.897 19.807
O -7.927 -20.576 18.647
C -8.749 -21.738 18.769
C -9.106 -22.161 17.361
N -9.767 -23.449 17.323
C -10.926 -23.485 18.216
C -12.067 -22.481 18.047
O -12.918 -22.741 16.934
C -13.967 -21.859 16.849
H -8.218 -19.788 20.635
H -7.225 -18.870 19.589
H -6.670 -20.395 20.281
H -9.684 -21.533 19.289
H -8.319 -22.548 19.358
H -8.216 -22.302 16.748
H -9.679 -21.393 16.843
H -10.147 -23.486 16.388
H -10.594 -23.424 19.252
H -11.333 -24.489 18.090
H -11.729 -21.446 17.998
H -12.587 -22.504 19.005
H -13.612 -20.829 16.819
H -14.810 -21.953 17.534
H -14.251 -22.034 15.811
C -13.904 -22.373 13.049
C -12.866 -22.449 11.931
C -13.068 -21.425 10.859
O -11.680 -22.141 12.591
H -13.988 -21.342 13.392
H -13.722 -22.993 13.927
H -14.930 -22.471 12.695
H -12.756 -23.448 11.510
H -14.050 -21.552 10.403
H -12.366 -21.577 10.039
H -12.935 -20.391 11.178
H -11.061 -21.747 11.972
*
```

Löwdin population analysis, charges in e, atoms 1 to 4:
1. C -0.11
2. O -0.19
3. C -0.16
4. C -0.44

| no. | largest force on an atom (Eh/bohr) |
| --- | --- |
| 1 | 0.13310 |
| 2 | 0.02816 |
| 3 | 0.06637 |